{"formula": "C57H65F3GaO4P2SSb", "method": "ωB97M-V/def2-TZVPD", "de_lowest_kj_mol": 0.0, "total_energy_ev": -164834.2402, "total_charge": 0, "symbols": ["Ga", "O", "S", "O", "O", "C", "C", "C", "C", "C", "C", "P", "C", "C", "C", "C", "C", "C", "C", "C", "C", "C", "C", "C", "H", "H", "H", "H", "H", "H", "H", "H", "H", "H", "H", "H", "H", "H", "C", "C", "O", "H", "H", "H", "C", "H", "H", "H", "C", "C", "C", "C", "C", "C", "P", "C", "C", "C", "C", "C", "C", "C", "C", "C", "C", "C", "C", "H", "H", "H", "H", "H", "H", "H", "H", "H", "H", "H", "H", "H", "H", "H", "H", "H", "H", "H", "H", "H", "H", "H", "H", "H", "H", "H", "H", "H", "H", "H", "H", "H", "F", "C", "C", "C", "C", "C", "C", "Sb", "C", "C", "C", "C", "F", "C", "C", "C", "C", "C", "C", "F", "C", "C", "H", "H", "H", "H", "H", "H", "H", "H", "H", "H", "H", "H"], "positions_angstrom": [[0.1323, -0.1570, 0.9300], [-2.0906, 0.7349, 0.5612], [-1.6421, 1.9682, 1.2034], [-2.2178, 2.2895, 2.4753], [-0.1333, 1.8304, 1.2732], [-2.0316, 3.3367, 0.1148], [-2.7772, 4.3656, 0.6777], [-3.2086, 5.4190, -0.1096], [-2.9189, 5.4369, -1.4640], [-2.1841, 4.4091, -2.0245], [-1.7157, 3.3485, -1.2503], [-0.7756, 1.9811, -2.0183], [-1.8935, 1.5325, -3.3947], [-1.8298, 1.9996, -4.7059], [-2.7157, 1.5228, -5.6611], [-3.6796, 0.5835, -5.3169], [-3.7607, 0.1246, -4.0101], [-2.8700, 0.5961, -3.0567], [0.5944, 2.8614, -2.8473], [1.0681, 4.1112, -2.4572], [2.1938, 4.6594, -3.0578], [2.8618, 3.9706, -4.0574], [2.4101, 2.7146, -4.4423], [1.2954, 2.1626, -3.8341], [-3.0146, 4.3242, 1.7319], [-3.7837, 6.2189, 0.3364], [-3.2717, 6.2474, -2.0879], [-1.9738, 4.4203, -3.0873], [-1.0732, 2.7211, -4.9917], [-2.6489, 1.8826, -6.6799], [-4.3641, 0.2079, -6.0666], [-4.5047, -0.6135, -3.7347], [-2.9223, 0.2262, -2.0400], [0.5617, 4.6649, -1.6793], [2.5469, 5.6324, -2.7409], [3.7335, 4.4035, -4.5298], [2.9307, 2.1607, -5.2131], [0.9635, 1.1723, -4.1279], [-1.6194, -1.3736, 3.2370], [-1.0225, -1.5234, 1.8619], [-1.2866, -2.5179, 1.1995], [-2.4221, -2.0977, 3.3775], [-1.9837, -0.3579, 3.3836], [-0.8404, -1.5548, 3.9821], [1.1569, -0.6217, -0.7181], [0.4890, -0.8166, -1.5513], [1.7562, -1.5252, -0.5494], [1.8193, 0.1936, -1.0133], [2.0199, 2.3685, 6.2973], [1.5831, 0.8956, 6.3437], [1.3207, 0.3433, 4.9391], [2.3269, 0.9361, 3.9547], [2.0166, 2.4374, 3.7779], [1.4452, 3.0536, 5.0634], [2.3063, 0.0742, 2.3271], [3.5172, 0.9433, 1.2268], [4.9184, 1.1906, 1.8177], [5.6968, 2.2321, 0.9985], [5.3166, 2.1474, -0.4748], [3.8457, 2.5399, -0.6666], [2.9989, 2.2265, 0.5729], [3.1195, -1.5807, 2.5349], [2.0834, -2.6841, 2.7882], [2.7780, -4.0037, 3.1015], [3.5879, -3.9250, 4.4068], [3.9323, -2.4806, 4.7736], [4.3008, -1.6763, 3.5319], [3.1118, 2.4369, 6.2635], [1.7120, 2.8824, 7.2091], [0.6771, 0.7881, 6.9439], [2.3543, 0.2957, 6.8346], [0.3153, 0.6148, 4.6048], [1.3560, -0.7480, 4.9553], [3.3282, 0.8296, 4.3904], [1.3058, 2.5793, 2.9588], [2.9336, 2.9602, 3.4956], [0.3563, 2.9599, 5.0688], [1.6586, 4.1239, 5.0784], [3.6173, 0.2092, 0.4145], [5.4750, 0.2502, 1.8379], [4.8447, 1.5297, 2.8549], [6.7686, 2.0824, 1.1406], [5.4765, 3.2378, 1.3676], [5.4844, 1.1234, -0.8240], [5.9608, 2.7831, -1.0842], [3.4338, 2.0176, -1.5332], [3.7660, 3.6065, -0.8911], [1.9463, 2.1481, 0.2968], [3.0607, 3.0502, 1.2870], [3.5189, -1.7595, 1.5284], [1.4420, -2.7935, 1.9106], [1.4146, -2.4199, 3.6131], [3.4360, -4.2555, 2.2633], [2.0379, -4.8023, 3.1601], [4.5121, -4.4980, 4.2988], [3.0338, -4.3895, 5.2249], [4.7558, -2.4614, 5.4906], [3.0860, -2.0069, 5.2761], [5.1426, -2.1689, 3.0350], [4.6665, -0.6890, 3.8180], [-5.1144, -5.9421, -6.6121], [-4.3617, -5.3652, -5.6544], [-4.9679, -4.9683, -4.4787], [-4.1798, -4.3673, -3.5071], [-2.8127, -4.1815, -3.6934], [-2.2460, -4.5891, -4.8963], [-3.0130, -5.1824, -5.8875], [-1.7087, -3.1795, -2.1546], [0.0764, -3.0117, -3.3206], [1.0846, -3.9625, -3.4089], [2.1994, -3.7581, -4.2109], [2.2797, -2.5894, -4.9413], [3.3616, -2.3821, -5.7204], [1.2883, -1.6283, -4.9054], [0.1932, -1.8497, -4.0846], [-1.1646, -4.8994, -1.0084], [0.0938, -5.0578, -0.4405], [0.3841, -6.1403, 0.3759], [-0.6142, -7.0603, 0.6278], [-0.3383, -8.1237, 1.4121], [-1.8844, -6.9278, 0.1033], [-2.1457, -5.8389, -0.7146], [-6.0298, -5.1194, -4.3418], [-4.6611, -4.0232, -2.5951], [-1.1890, -4.4454, -5.0739], [-2.5821, -5.5007, -6.8267], [1.0053, -4.8947, -2.8597], [2.9915, -4.4906, -4.2826], [1.3829, -0.7329, -5.5051], [-0.5819, -1.0895, -4.0439], [0.8711, -4.3195, -0.6089], [1.3637, -6.2770, 0.8147], [-2.6418, -7.6652, 0.3302], [-3.1418, -5.7453, -1.1348]], "forces_ev_per_a": [[0.8, -0.2, 0.0], [-0.4, 0.1, -0.1], [0.0, 0.0, -0.2], [0.0, 0.0, 0.2], [-0.3, -0.1, -0.1], [0.0, 0.0, -0.1], [0.1, 0.0, 0.1], [0.0, 0.0, 0.0], [0.0, 0.1, 0.0], [0.1, -0.1, 0.1], [-0.1, 0.1, 0.2], [0.4, -0.3, 0.1], [0.0, 0.0, 0.0], [0.1, 0.0, 0.0], [0.0, 0.0, 0.0], [0.0, 0.0, 0.0], [0.0, 0.0, 0.0], [-0.1, -0.1, 0.0], [0.0, 0.0, -0.1], [0.0, 0.0, 0.0], [0.0, 0.0, 0.0], [0.0, 0.0, 0.0], [0.0, 0.0, 0.0], [0.0, 0.0, 0.0], [0.0, 0.0, 0.0], [0.0, 0.0, 0.0], [0.0, 0.0, 0.0], [0.0, 0.0, 0.0], [0.0, 0.0, 0.0], [0.0, 0.0, 0.0], [0.0, 0.0, 0.0], [0.0, 0.0, 0.0], [0.0, 0.0, 0.1], [-0.1, 0.0, 0.1], [0.0, 0.0, 0.0], [0.0, 0.0, 0.0], [0.0, 0.0, 0.0], [0.0, 0.0, 0.0], [0.0, 0.0, 0.0], [-0.3, -0.4, -0.2], [0.2, 0.3, 0.1], [0.0, 0.0, 0.0], [0.0, 0.1, 0.0], [0.0, 0.0, 0.0], [-0.3, 0.1, 0.2], [-0.1, 0.0, -0.1], [0.0, 0.1, 0.1], [0.0, 0.0, 0.0], [0.0, 0.0, 0.0], [0.0, 0.0, 0.0], [-0.1, -0.1, 0.0], [0.1, 0.0, -0.1], [0.0, 0.1, -0.1], [0.0, 0.1, 0.0], [0.1, 0.1, 0.0], [0.0, -0.1, 0.0], [0.0, -0.1, 0.1], [0.1, 0.0, 0.0], [0.1, 0.0, 0.0], [0.0, 0.1, -0.1], [-0.1, 0.1, 0.0], [0.0, 0.0, -0.1], [-0.1, -0.1, 0.0], [0.0, -0.1, -0.1], [0.0, 0.0, 0.0], [0.1, 0.0, 0.1], [0.1, 0.1, 0.0], [0.0, 0.0, 0.0], [0.0, 0.0, 0.0], [0.0, 0.0, 0.0], [0.0, 0.0, 0.0], [0.0, 0.0, 0.0], [0.0, 0.0, 0.0], [-0.1, 0.0, -0.1], [0.1, 0.0, 0.1], [0.0, 0.0, 0.0], [0.0, 0.0, 0.0], [0.0, 0.0, 0.0], [0.0, 0.0, 0.1], [0.0, 0.0, 0.0], [0.0, 0.0, 0.0], [0.0, 0.0, 0.0], [0.0, 0.0, 0.0], [0.0, 0.0, 0.0], [0.0, 0.0, 0.0], [0.0, 0.0, 0.0], [0.0, 0.0, 0.0], [0.1, 0.0, 0.0], [0.0, 0.0, 0.0], [0.0, 0.0, 0.0], [0.0, 0.0, 0.0], [0.0, 0.0, 0.0], [0.0, 0.0, 0.0], [0.0, 0.0, 0.0], [0.0, 0.0, 0.0], [0.0, 0.0, 0.0], [0.0, 0.0, 0.0], [0.0, 0.0, 0.0], [0.0, 0.0, 0.0], [0.0, 0.0, 0.0], [0.0, 0.0, 0.0], [0.0, 0.0, 0.1], [0.0, 0.0, -0.1], [-0.1, 0.1, 0.0], [0.0, 0.0, 0.1], [0.0, -0.1, 0.0], [-0.1, 0.0, 0.0], [0.0, 0.3, 0.2], [-0.1, 0.2, -0.1], [0.0, -0.2, 0.0], [0.0, 0.1, -0.1], [0.0, 0.0, 0.0], [0.0, 0.0, 0.0], [0.1, -0.1, 0.0], [0.0, 0.1, 0.0], [-0.1, 0.0, -0.1], [0.1, 0.2, 0.1], [0.0, -0.1, 0.1], [0.0, 0.0, -0.1], [0.0, 0.0, 0.0], [0.1, -0.1, 0.1], [-0.1, -0.1, -0.1], [0.0, 0.0, 0.0], [0.0, 0.0, 0.0], [0.1, 0.0, 0.0], [0.0, 0.0, 0.0], [0.0, 0.1, 0.0], [0.0, 0.0, 0.0], [0.0, 0.0, 0.0], [0.0, 0.0, 0.0], [0.0, 0.0, 0.0], [0.0, 0.0, 0.0], [0.0, 0.0, 0.0], [0.0, 0.0, 0.0]], "lowdin_charge": [0.45, -0.34, 0.51, -0.28, -0.38, -0.24, -0.05, -0.06, -0.06, -0.08, -0.33, 1.13, -0.37, -0.10, -0.08, -0.08, -0.08, -0.12, -0.37, -0.09, -0.10, -0.09, -0.08, -0.12, 0.11, 0.11, 0.11, 0.11, 0.10, 0.10, 0.10, 0.10, 0.09, 0.10, 0.11, 0.10, 0.10, 0.08, -0.05, -0.46, -0.05, 0.09, 0.07, 0.06, -0.16, -0.04, 0.02, -0.01, -0.20, -0.18, -0.21, -0.42, -0.19, -0.19, 1.12, -0.42, -0.19, -0.19, -0.19, -0.18, -0.21, -0.40, -0.22, -0.18, -0.19, -0.20, -0.19, 0.11, 0.11, 0.11, 0.11, 0.11, 0.08, 0.10, 0.09, 0.11, 0.12, 0.11, 0.10, 0.11, 0.10, 0.11, 0.11, 0.11, 0.11, 0.10, 0.10, 0.08, 0.11, 0.11, 0.09, 0.10, 0.11, 0.11, 0.11, 0.11, 0.11, 0.09, 0.12, 0.08, 0.05, -0.29, -0.02, -0.15, -0.39, -0.10, -0.01, 1.54, -0.41, -0.12, 0.00, -0.28, 0.05, -0.01, -0.14, -0.39, -0.14, -0.01, -0.28, 0.05, -0.01, -0.12, 0.12, 0.09, 0.09, 0.12, 0.09, 0.12, 0.11, 0.08, 0.10, 0.11, 0.12, 0.09]}